#a
The following is a quantum chemistry calculation of a 3-piece molecular cluster, C3H12NO2 overall, from the OMol25 dataset.

Cartesian coordinates (Å):
C -0.49 2.44 -0.65
C -1.71 1.49 -0.45
C -2.04 -0.51 0.75
N -1.24 0.19 0.05
H -0.79 3.46 -0.89
H 0.11 2.05 -1.49
H 0.13 2.43 0.29
H -2.18 1.17 -1.38
H -2.40 2.08 0.14
H -1.59 -1.43 1.21
H -3.05 -0.09 0.89
H -0.24 0.05 0.19
H 1.25 -1.86 1.68
H 1.91 -1.91 0.44
O 1.06 -1.53 0.79
H 3.46 -3.40 -0.76
H 4.33 -2.17 -0.26
O 3.46 -2.46 -0.55

Computed properties:
Kohn-Sham gap = 0.3818 Eh
net charge = +1



#b
The following is a quantum chemistry calculation of a 3-piece molecular cluster, C3H12NO2 overall, from the OMol25 dataset.

Cartesian coordinates (Å):
C 0.13 3.17 -0.02
C -0.46 1.81 0.20
C -0.54 0.91 -0.75
N -1.03 -0.45 -0.45
H -0.39 3.92 0.57
H -0.06 3.39 -1.08
H 1.21 3.24 0.12
H -0.70 1.47 1.20
H -0.05 0.97 -1.71
H -0.67 -0.79 0.45
H -0.59 -1.11 -1.12
H -2.04 -0.56 -0.57
H 0.47 -1.49 2.64
H 0.79 -2.90 2.11
O 0.76 -1.97 1.85
H 1.42 -2.10 -1.83
H 1.23 -2.44 -0.33
O 0.76 -2.32 -1.17

Computed properties:
Kohn-Sham gap = 0.4194 Eh
net charge = +1



Relative energy table, unit hartree: #a 0.0169; #b 0.0000